Record 1
{"formula": "C5H10ClN", "method": "ωB97M-V/def2-TZVPD", "species": ["C", "C", "N", "C", "C", "C", "Cl", "H", "H", "H", "H", "H", "H", "H", "H", "H", "H"], "xyz": [[-2.53264, -1.10374, 0.07371], [-1.10230, -0.86211, 0.10200], [-0.89043, 0.37621, -0.69398], [-1.14888, 1.51530, 0.17500], [0.28700, 1.28088, -0.32862], [1.29935, 0.60559, 0.61821], [2.07515, -0.72734, -0.14134], [-2.74614, -1.97821, 0.88241], [-3.12905, -0.15768, 0.30074], [-2.84302, -1.24382, -0.96282], [-0.84976, -0.92070, 1.20711], [-0.54294, -1.59931, -0.46669], [-1.97873, 2.36872, -0.10920], [-1.20010, 1.24454, 1.29537], [0.69544, 1.88314, -1.13486], [0.70980, 0.20492, 1.47401], [2.02469, 1.31418, 0.93279]], "atomic_forces_ev_per_a": [[-2.9, -0.8, 1.3], [1.6, 0.2, -0.3], [0.6, 1.3, 1.7], [-0.7, 1.5, 1.0], [-1.6, -1.3, 0.5], [-2.6, 1.1, 0.4], [1.0, -1.1, -0.7], [-0.2, 1.9, -2.3], [0.8, -1.2, 0.5], [-0.2, -0.9, 0.2], [0.6, 0.7, -1.2], [0.0, -0.6, 0.4], [2.6, -2.1, 0.4], [-0.3, 0.5, -1.7], [-0.2, -0.3, -0.1], [0.8, 0.5, -0.4], [0.7, 0.5, 0.5]], "lowdin_charge": [-0.14, -0.38, -0.08, -0.16, -0.27, -0.62, 0.63, 0.13, 0.09, 0.07, 0.12, 0.09, 0.15, 0.12, 0.12, 0.06, 0.06], "lumo_energy_ev": 1.024, "e_homo_ev": -9.505, "energy_ev": -19357.158, "e_above_lowest_kj_mol": 244.3, "smiles": "CCN1C[C@H]1CCl", "spin_multiplicity": 1, "homo_lumo_gap_ev": 10.5}

---

Record 2
{"formula": "C5H10ClN3O2SV", "method": "ωB97M-V/def2-TZVPD", "species": ["V", "N", "C", "C", "O", "O", "H", "H", "H", "H", "S", "C", "N", "C", "C", "N", "H", "H", "H", "H", "H", "H", "Cl"], "xyz": [[-0.84145, -1.44228, -1.32249], [0.51218, -1.22896, -2.88906], [1.90753, -1.20476, -2.33421], [1.80533, -0.95799, -0.84423], [2.50985, -0.36099, -0.12737], [0.59285, -1.55893, -0.38528], [0.41705, -2.00809, -3.54330], [0.32862, -0.38559, -3.43329], [2.51053, -0.42880, -2.79976], [2.38394, -2.17114, -2.50082], [-1.71757, 0.61279, -1.00600], [-1.16521, 0.91323, 0.64448], [-1.76564, 0.45152, 1.71841], [-1.11739, 0.94369, 2.95401], [0.00353, 1.85493, 2.39939], [-0.14006, 1.67778, 0.93785], [-2.63015, -0.06805, 1.69548], [-0.72829, 0.10248, 3.52265], [-1.83916, 1.48472, 3.56069], [0.99401, 1.53646, 2.71380], [-0.13966, 2.90218, 2.65559], [0.39050, 2.19039, 0.25068], [-2.27133, -2.85461, -1.86722]], "atomic_forces_ev_per_a": [[0.0, 0.1, 0.0], [0.0, -0.1, 0.0], [0.0, 0.1, -0.1], [-0.1, 0.0, 0.0], [0.0, 0.0, 0.1], [0.0, 0.0, 0.0], [0.0, 0.0, 0.0], [0.0, 0.0, 0.0], [0.0, 0.0, 0.0], [0.0, 0.0, 0.0], [0.1, 0.1, -0.1], [-0.1, 0.0, 0.0], [0.0, 0.0, 0.0], [0.0, 0.0, 0.0], [0.0, 0.0, 0.0], [0.0, 0.0, 0.0], [0.0, 0.0, 0.0], [0.0, 0.0, 0.0], [0.0, 0.0, 0.0], [0.0, 0.0, 0.0], [0.0, 0.0, 0.0], [0.0, 0.0, 0.0], [0.0, -0.1, 0.1]], "lowdin_spin": [1.04, 0.00, 0.00, 0.00, 0.00, -0.03, 0.00, 0.00, 0.00, 0.00, 0.02, 0.01, 0.00, 0.00, 0.00, 0.00, 0.00, 0.00, 0.00, 0.00, 0.00, 0.00, -0.04], "lumo_energy_ev": [-10.055, -9.438], "e_homo_ev": [-17.432, -17.442], "charge": 2, "s2": 0.764, "energy_ev": -62943.421, "spin_multiplicity": 2, "homo_lumo_gap_ev": [7.4, 8.0]}

---

Record 3
{"formula": "C5H10ClNO", "method": "ωB97M-V/def2-TZVPD", "species": ["H", "N", "C", "O", "C", "C", "Cl", "C", "C", "H", "H", "H", "H", "H", "H", "H", "H", "H"], "xyz": [[1.04757, 1.97033, -1.55323], [0.44251, 1.64064, -0.66952], [0.67157, 0.50434, -0.16570], [1.60761, -0.42832, -0.35959], [2.53516, -0.29899, -1.48308], [-0.13719, -0.05136, 1.13524], [0.75782, 0.82917, 2.48624], [-1.61363, 0.06597, 1.30477], [-2.37729, -0.64084, 0.17813], [2.93346, -1.32560, -1.70336], [3.37359, 0.36741, -1.25355], [2.05259, 0.06059, -2.42712], [0.21633, -1.07376, 1.09451], [-1.90545, -0.17824, 2.38390], [-1.82562, 1.09005, 1.24356], [-2.25521, -1.75320, 0.32319], [-3.46517, -0.35252, 0.24649], [-2.05866, -0.42567, -0.78089]], "atomic_forces_ev_per_a": [[-1.4, -1.3, 2.7], [1.2, 0.4, -2.5], [-1.6, 0.5, 1.6], [1.2, -0.2, -1.8], [-0.2, -0.6, -0.5], [2.4, 0.7, -1.1], [-0.5, -0.6, -0.3], [-0.1, -0.2, 0.4], [-1.6, -1.7, 3.0], [-0.5, 1.0, 0.5], [-0.3, -0.1, 0.2], [0.1, -0.2, 0.9], [-0.1, -0.3, 0.8], [0.3, -0.3, -1.6], [-0.4, 1.8, -0.1], [-0.5, 1.0, -0.3], [1.0, -0.6, -0.1], [0.9, 0.8, -1.9]], "lowdin_charge": [0.11, 0.14, -0.53, -0.11, -0.04, -0.57, 0.58, -0.30, -0.09, 0.10, 0.09, 0.09, 0.09, 0.13, 0.08, 0.09, 0.09, 0.04], "lumo_energy_ev": 0.749, "e_homo_ev": -9.959, "energy_ev": -21405.985, "e_above_lowest_kj_mol": 149.4, "smiles": "[H]/N=C(\\OC)[C@@H](Cl)CC", "spin_multiplicity": 1, "homo_lumo_gap_ev": 10.7}

---

Record 4
{"formula": "C5H10ClNO2S", "method": "ωB97M-V/def2-TZVPD", "species": ["C", "C", "C", "C", "C", "N", "O", "O", "S", "Cl", "H", "H", "H", "H", "H", "H", "H", "H", "H", "H"], "xyz": [[-0.61477, -0.06399, 1.31330], [-0.30230, 0.78310, -1.00879], [-0.14166, -1.43815, 0.84079], [0.21246, -0.59923, -1.40641], [-1.29168, 0.67361, 0.15952], [0.78022, -1.28015, -0.26279], [-1.69383, 1.93878, 0.62824], [3.15293, 0.26363, 0.86688], [2.33595, -1.55056, -0.09239], [3.43193, 1.46429, -0.20097], [-1.30851, -0.16743, 2.14562], [0.24382, 0.52064, 1.64625], [0.53977, 1.40273, -0.69247], [-0.77624, 1.25863, -1.86907], [0.37415, -1.96155, 1.64519], [-0.99645, -2.03793, 0.50622], [-0.61034, -1.20982, -1.79591], [0.98260, -0.50659, -2.17381], [-2.17672, 0.09655, -0.16566], [-2.14135, 2.41344, -0.08373]], "atomic_forces_ev_per_a": [[-0.2, 0.1, -0.3], [-0.2, -0.1, 0.3], [-0.3, 0.1, 0.7], [-0.1, 0.5, -0.6], [0.3, -0.3, -0.2], [0.7, -0.5, 0.0], [-0.2, 0.3, 0.0], [-1.1, -2.5, -0.4], [0.9, 2.1, 0.9], [0.1, 0.5, -0.6], [0.0, 0.0, 0.1], [0.0, 0.0, 0.1], [0.0, 0.0, 0.0], [0.0, 0.0, -0.1], [-0.1, 0.0, -0.1], [0.1, 0.0, 0.0], [0.1, 0.0, 0.0], [-0.1, -0.1, 0.1], [0.1, 0.0, 0.0], [0.1, -0.1, 0.1]], "lowdin_charge": [-0.11, -0.12, -0.21, -0.22, -0.41, -0.58, -0.02, -0.99, 0.98, 0.47, 0.13, 0.13, 0.10, 0.12, 0.11, 0.13, 0.13, 0.11, 0.15, 0.10], "lumo_energy_ev": -0.846, "e_homo_ev": -8.903, "energy_ev": -34286.914, "e_above_lowest_kj_mol": 86.6, "spin_multiplicity": 1, "homo_lumo_gap_ev": 8.1}

---

Record 5
{"formula": "C5H10ClNO3S", "method": "ωB97M-V/def2-TZVPD", "species": ["C", "C", "C", "C", "C", "N", "O", "O", "O", "S", "Cl", "H", "H", "H", "H", "H", "H", "H", "H", "H", "H"], "xyz": [[-2.49604, 1.49801, -0.35175], [0.04473, 1.22280, -1.03113], [-0.69393, -1.92201, -0.92502], [2.60968, -0.23918, 0.59589], [-1.29374, 0.94091, -0.38268], [2.88305, 0.71819, 1.40112], [2.48215, 0.48598, 2.64053], [-0.05340, -0.47732, 1.35152], [-2.47126, -1.08078, 1.06765], [-1.20602, -0.66813, 0.47596], [3.20568, -0.02511, -1.05083], [-3.09974, 1.14060, 0.47759], [-2.77218, 2.43189, -0.91859], [1.91040, -0.30400, 2.67227], [0.67772, 1.46770, -0.26314], [0.43521, 0.31831, -1.40371], [-0.22638, 1.96406, -1.75983], [0.22123, -1.60800, -1.41635], [-0.59227, -2.90150, -0.54973], [-1.54440, -1.91524, -1.54589], [1.97950, -1.04717, 0.91610]], "atomic_forces_ev_per_a": [[-7.6, 5.0, -0.3], [-3.9, 0.2, 0.1], [-0.1, 1.8, 1.7], [1.1, 2.1, -0.2], [8.0, -6.0, 0.6], [0.4, -1.1, -2.1], [-0.7, 0.1, 2.0], [-0.6, -0.4, -0.1], [0.9, 0.4, -0.8], [0.7, -0.6, -1.5], [-0.5, -0.5, 0.8], [-0.3, 0.9, 0.1], [0.0, -1.5, 0.4], [-0.1, 0.1, 0.0], [2.0, 1.5, 1.6], [0.4, -0.8, -1.0], [0.9, 0.5, -0.5], [-0.1, 0.1, 0.1], [0.2, -1.0, 0.9], [-0.9, 0.2, -1.0], [0.1, -0.7, -0.6]], "lowdin_spin": [0.83, 0.09, 0.03, 0.00, 0.75, 0.00, 0.00, 0.05, 0.01, 0.08, 0.00, 0.05, 0.05, 0.00, 0.03, 0.02, 0.00, 0.00, 0.01, 0.00, 0.00], "lumo_energy_ev": [0.531, -3.202], "e_homo_ev": [-6.476, -9.666], "s2": 2.006, "energy_ev": -36328.904, "spin_multiplicity": 3, "homo_lumo_gap_ev": [7.0, 6.5]}

---

Record 6
{"formula": "C5H10DyO5", "method": "ωB97M-V/def2-TZVPD", "species": ["C", "C", "O", "C", "O", "O", "O", "Dy", "H", "H", "H", "H", "H", "C", "C", "O", "H", "H", "H", "H", "H"], "xyz": [[-2.71458, -1.03464, 1.68177], [-3.77554, -1.89100, 1.14066], [-3.73841, -1.87514, -0.33520], [-4.64016, -2.57222, -0.96862], [-5.44980, -3.34244, -0.36185], [-4.80377, -2.37567, -2.21431], [-1.56186, -1.64375, 2.01647], [-6.60394, -4.08313, -2.56767], [-2.89614, -0.00717, 2.00229], [-4.76217, -1.53105, 1.45415], [-3.66133, -2.93996, 1.44326], [-0.90450, -0.99929, 2.36904], [-0.22917, 0.61684, 0.19068], [0.54068, 1.45473, 0.29655], [1.53231, 1.18301, 1.40248], [0.81892, 0.77856, 2.57077], [1.06511, 1.58086, -0.65886], [-0.03709, 2.36339, 0.51328], [2.11307, 2.09078, 1.62902], [2.23887, 0.39244, 1.10357], [1.41653, 0.73082, 3.32244]], "atomic_forces_ev_per_a": [[4.3, -2.1, 1.9], [-1.4, -1.6, -1.8], [1.5, 1.2, 1.4], [-3.1, -0.8, -1.3], [0.0, -0.5, -0.3], [0.0, -0.9, -0.2], [-4.3, 2.5, -1.6], [2.1, 1.8, 1.7], [0.4, 0.2, -0.3], [0.2, 0.1, 0.1], [0.2, 0.3, 0.3], [0.5, 0.4, 0.2], [1.1, 0.8, 0.0], [-1.0, -0.4, -0.1], [0.5, -0.1, -0.2], [-0.8, -0.5, 0.1], [-0.3, -0.1, 0.2], [0.2, -0.2, -0.1], [-0.2, -0.2, -0.1], [-0.2, 0.2, 0.1], [0.1, 0.0, 0.0]], "lowdin_spin": [0.00, 0.00, 0.00, 0.00, 0.00, 0.00, 0.00, 6.00, 0.00, 0.00, 0.00, 0.00, 0.00, 0.00, 0.00, 0.00, 0.00, 0.00, 0.00, 0.00, 0.00], "lumo_energy_ev": [-9.539, -9.566], "e_homo_ev": [-14.705, -15.360], "charge": 2, "s2": 12.622, "energy_ev": -39647.903, "e_above_lowest_kj_mol": 0.0, "spin_multiplicity": 7, "homo_lumo_gap_ev": [5.2, 5.8]}

---

Record 7
{"formula": "C5H10F3O5P", "method": "ωB97M-V/def2-TZVPD", "species": ["C", "C", "C", "C", "C", "O", "O", "O", "O", "O", "F", "F", "F", "P", "H", "H", "H", "H", "H", "H", "H", "H", "H", "H"], "xyz": [[-1.01030, -2.32148, -0.73312], [-3.09407, 1.60936, 0.10545], [-0.47863, -0.09702, 1.37825], [2.34579, 0.34280, -0.38951], [3.76776, 0.04501, 0.11869], [-0.21101, 1.45600, -0.98958], [1.47570, -0.49794, -0.17252], [2.22916, 1.44437, -0.97500], [-0.77285, -1.02479, -1.30615], [-2.42573, 0.49455, -0.36859], [4.06737, 0.89008, 1.12538], [3.81310, -1.21979, 0.72271], [4.77664, 0.07967, -0.75222], [-0.80886, 0.24275, -0.36781], [-1.13429, -2.99153, -1.58366], [-1.89603, -2.25677, -0.15872], [-0.19031, -2.90400, -0.20481], [-2.41741, 2.47731, 0.03495], [-3.65656, 1.36506, 1.18953], [-3.87543, 1.76369, -0.59302], [0.32267, 0.55474, 1.69420], [-1.46588, 0.05333, 1.97355], [-0.38163, -1.14098, 1.47110], [1.02082, 1.63557, -1.21908]], "atomic_forces_ev_per_a": [[1.1, -1.4, -1.0], [-0.8, 0.1, 2.5], [-3.0, 1.2, 0.2], [-0.1, -1.2, -0.2], [1.1, -1.8, 2.1], [0.7, 1.1, -0.7], [0.8, 0.2, 0.0], [-0.9, 1.5, -0.9], [0.5, -0.3, 0.7], [1.6, -1.8, -0.5], [-0.2, 0.2, -0.4], [-0.2, 1.5, -1.1], [-0.7, 0.2, -0.2], [-1.9, -0.2, 0.5], [-0.6, 0.2, -0.1], [-0.9, -0.3, 0.7], [-0.4, 1.8, -0.1], [-0.5, -0.1, 0.8], [1.9, 1.0, -2.6], [-1.0, 0.4, -0.5], [0.2, -0.4, 0.4], [1.6, 0.4, -1.0], [1.1, -1.2, 0.3], [0.6, -1.0, 1.1]], "lowdin_charge": [-0.10, -0.15, -0.09, -0.49, -0.48, -0.18, 0.01, 0.10, -0.21, -0.28, 0.14, 0.09, 0.17, 0.55, 0.09, 0.07, 0.12, 0.09, 0.15, 0.06, 0.07, 0.10, 0.03, 0.13], "lumo_energy_ev": 0.608, "e_homo_ev": -10.688, "energy_ev": -33027.238, "e_above_lowest_kj_mol": 0.0, "spin_multiplicity": 1, "homo_lumo_gap_ev": 11.3}

---

Record 8
{"formula": "C5H10FIO", "method": "ωB97M-V/def2-TZVPD", "species": ["C", "C", "F", "I", "H", "H", "C", "C", "C", "O", "H", "H", "H", "H", "H", "H", "H", "H"], "xyz": [[2.73426, 1.50494, -1.86848], [2.71315, 1.11146, -0.59512], [2.13775, 1.94309, 0.31687], [3.60036, -0.63749, 0.19707], [2.24074, 2.35193, -2.20482], [3.22731, 0.89021, -2.65759], [-1.72746, -0.05843, 1.76279], [-1.03410, -1.20083, 1.05329], [-1.21689, -1.04690, -0.53618], [-0.94992, 0.26858, -1.05321], [-1.20347, 0.27158, 2.68306], [-1.84224, 0.70024, 1.06525], [-2.66877, -0.36400, 2.08932], [-1.46808, -2.16612, 1.23447], [-0.00544, -1.14651, 1.36014], [-0.49619, -1.63072, -1.17977], [-2.26629, -1.48805, -0.80684], [-1.77472, 0.69701, -0.86026]], "atomic_forces_ev_per_a": [[1.4, -2.9, 0.2], [0.0, 1.0, -0.5], [0.3, -1.0, -0.2], [-0.4, 0.8, -0.2], [-0.8, 1.6, -0.2], [-0.5, 0.4, 1.0], [1.1, -1.1, 1.4], [0.0, 0.7, -2.2], [0.6, -1.5, -0.4], [-0.8, -0.9, 0.6], [-0.1, 0.0, -0.8], [-0.1, 2.0, -0.7], [-1.9, -0.4, 0.5], [0.0, -0.5, 0.6], [0.7, -0.5, -0.3], [-0.6, -0.1, 1.3], [1.5, 1.2, 0.3], [-0.4, 1.1, -0.2]], "lowdin_charge": [-0.03, -0.84, -0.06, 0.82, 0.04, 0.07, -0.10, -0.21, -0.24, -0.09, 0.09, 0.03, 0.05, 0.09, 0.08, 0.12, 0.13, 0.05], "lumo_energy_ev": 0.356, "e_homo_ev": -9.327, "energy_ev": -18210.631, "e_above_lowest_kj_mol": 32.0, "smiles": "C=C(F)I.CCCO", "spin_multiplicity": 1, "homo_lumo_gap_ev": 9.7}